No. 1
Entry from OMol25: 2 unconnected molecules or ions with the total composition C7H11N2O2 at a distorted geometry (ωB97M-V/def2-TZVPD).

HOMO: -4.3 eV
Charge: -1
Frontier orbital gap: 8.204 eV

```
22
C7H11N2O2 | OMol25 | ωB97M-V/def2-TZVPD
O -2.302 1.072 0.150
O -0.870 -0.549 0.786
N 1.939 0.637 1.945
N 0.239 1.879 1.326
C -1.479 -2.027 -1.528
C 2.997 0.195 -0.289
C -2.498 -1.059 -0.925
C 0.858 1.259 2.344
C 0.919 1.571 0.185
C -1.808 -0.088 0.119
C 1.988 0.835 0.596
H 3.852 -0.180 0.282
H -3.018 -0.434 -1.649
H -0.991 -2.513 -0.690
H 0.353 1.191 3.297
H 3.305 0.781 -1.149
H 2.618 -0.749 -0.711
H -0.707 2.232 1.259
H -2.001 -2.829 -2.057
H 0.620 1.847 -0.807
H -3.246 -1.570 -0.325
H -0.766 -1.502 -2.160
```

=====

No. 2
Entry from OMol25: a molecular structure, C2H4N3O3S at a distorted geometry (ωB97M-V/def2-TZVPD).

HOMO: -14.1 eV
Charge: +1
Frontier orbital gap: 7.566 eV

```
13
C2H4N3O3S | OMol25 | ωB97M-V/def2-TZVPD
S 1.765 -0.965 -0.282
O -0.924 2.294 0.562
O 1.639 1.960 -0.626
O 2.185 -1.097 1.051
N -1.267 0.035 0.382
N 0.647 1.007 -0.493
N 0.117 -1.717 -0.305
C -1.033 -1.211 0.095
C -0.445 1.257 0.216
H 1.268 2.760 -1.035
H -1.869 -1.902 0.204
H 0.102 -2.712 -0.509
H -2.185 0.291 0.741
```

=====

No. 3
Entry from OMol25: 14 unconnected molecules or ions with the total composition C21H53ClN15O32PSSi at a distorted geometry (ωB97M-V/def2-TZVPD).

HOMO: -8.9 eV
Frontier orbital gap: 8.540 eV

```
125
C21H53ClN15O32PSSi | OMol25 | ωB97M-V/def2-TZVPD
Cl 3.429 0.817 -2.868
S 2.875 2.386 1.514
P -0.392 3.715 -3.284
Si 1.800 1.812 -1.958
O -7.691 2.113 -3.817
O -0.959 -7.791 2.037
O -2.961 1.516 -7.924
O -2.658 0.011 4.055
O -0.396 -8.766 -2.792
O -0.554 -2.196 -1.348
O 2.148 5.247 6.554
O -0.732 2.164 -0.546
O -1.882 3.183 -3.039
O -4.390 3.125 -7.885
O 1.311 -5.409 -5.781
O 1.212 -6.026 -3.723
O 1.584 9.062 4.598
O -10.504 2.092 -6.649
O 6.563 -8.200 -0.697
O 1.623 -9.301 -2.254
O 4.514 -8.411 -0.067
O -2.231 -9.388 1.350
O 6.921 -0.491 5.274
O 0.510 2.850 2.616
O -0.361 4.450 -4.558
O 3.656 8.995 5.178
O 8.565 -0.718 6.646
O -12.013 3.626 -6.558
O 1.645 4.181 4.754
O -0.457 -1.589 -3.408
O -1.617 3.871 0.626
O 5.123 2.905 6.978
O -5.669 2.372 -4.510
O -2.863 -0.478 6.142
O -0.090 4.678 -2.041
O 4.796 2.257 4.953
N 2.203 5.075 5.356
N -6.872 2.386 -4.669
N -2.681 -0.768 4.980
N 0.125 1.191 3.902
N -0.391 -2.423 -2.532
N 1.346 0.990 3.333
N 5.369 -8.125 -0.878
N 1.367 -6.247 -4.911
N 0.501 -8.913 -1.992
N 4.458 2.371 6.112
N -1.487 -8.878 2.158
N -3.365 2.585 -7.521
N 2.488 9.255 5.381
N -11.532 2.570 -6.215
N 7.789 -0.051 5.995
C 0.665 2.263 -3.403
C 3.132 1.818 6.488
C -0.079 -3.821 -2.944
C -2.459 -2.200 4.649
C 3.017 6.025 4.552
C -2.555 3.300 -6.499
C 2.602 3.293 -1.091
C 4.921 -7.638 -2.212
C 1.648 -7.646 -5.328
C 1.069 0.503 -0.830
C 2.127 9.855 6.694
C 7.921 1.428 6.101
C -1.204 -9.652 3.398
C -0.373 2.284 3.470
C -12.265 1.801 -5.174
C 1.542 2.011 2.555
C 2.136 3.570 0.337
C 0.223 -8.594 -0.566
C -1.535 2.689 0.403
C -7.373 2.770 -6.017
C -0.245 0.858 -0.151
H -0.530 -9.074 4.018
H -0.144 0.757 0.928
H 5.326 -6.640 -2.348
H 3.837 -7.626 -2.228
H 7.169 1.891 5.473
H 0.914 -7.811 -0.269
H -2.503 -2.776 5.565
H -0.865 -4.138 -3.623
H -0.750 -10.592 3.098
H -8.455 2.738 -6.008
H -2.403 3.929 -2.715
H -13.255 1.586 -5.566
H 2.969 1.997 7.544
H -1.480 -2.276 4.184
H 1.061 3.642 0.465
H 7.772 1.693 7.143
H 1.426 9.181 7.176
H 5.313 -8.323 -2.958
H 2.352 6.498 3.834
H 8.922 1.690 5.771
H 1.668 10.819 6.496
H -1.678 2.710 -6.269
H -2.151 -9.820 3.899
H -0.990 0.115 -0.432
H -11.718 0.888 -4.972
H 0.474 5.378 -2.396
H 0.872 -0.346 -1.480
H -0.052 -4.442 -2.059
H 3.451 6.755 5.218
H 2.385 2.328 5.887
H 0.395 -9.503 0.004
H 3.143 0.754 6.270
H -1.316 2.734 3.695
H 2.467 4.179 -1.709
H 1.306 2.429 -4.265
H 2.611 -7.649 -5.830
H 3.031 9.965 7.281
H -12.323 2.426 -4.289
H 2.534 4.538 0.632
H -3.181 3.424 -5.621
H 3.678 3.123 -1.052
H -2.272 4.261 -6.916
H -0.803 -8.265 -0.472
H -7.014 3.773 -6.223
H -6.970 2.059 -6.732
H 1.815 0.155 -0.123
H 0.878 -3.804 -3.440
H 1.666 -8.273 -4.444
H 0.855 -7.953 -6.004
H 3.789 5.448 4.050
H 0.066 1.380 -3.634
H -2.145 1.978 0.983
H -3.242 -2.501 3.959
```

=====

No. 4
Entry from OMol25: a molecular structure, C14H24BeO12 at a distorted geometry (ωB97M-V/def2-TZVPD).

HOMO: -8.2 eV
Frontier orbital gap: 8.788 eV

```
51
C14H24BeO12 | OMol25 | ωB97M-V/def2-TZVPD
O 2.656 -2.598 0.163
O -1.817 -1.944 0.807
O -0.545 1.044 1.623
O 0.711 0.679 -3.126
O 0.265 3.259 -0.550
O 1.671 -0.600 0.683
O -1.446 4.479 -1.426
O 1.400 -1.440 -1.296
O -1.544 -0.471 -0.795
O -1.257 2.257 -1.679
O -1.336 -0.278 3.224
O 2.664 1.668 -1.383
C 3.570 2.478 -0.654
C -0.767 3.324 -1.243
C -2.285 -1.191 -0.195
C -0.049 -0.316 -3.770
C -2.815 -2.804 1.327
C 2.071 0.695 -3.517
C -3.788 -1.404 -0.322
C -3.999 -2.774 0.348
C 1.908 -1.517 -0.158
C 0.504 -0.371 4.715
C 0.949 0.315 3.435
C 2.735 1.847 -2.799
C -0.876 -0.948 4.395
C -0.360 0.465 2.653
Be 0.512 0.745 -0.668
H -0.790 -2.030 4.294
H -0.188 -0.128 -4.837
H -3.893 -3.517 -0.446
H -3.144 -2.371 2.275
H 3.391 2.186 0.379
H -2.215 4.157 -1.917
H 1.186 -1.189 4.947
H 2.202 2.768 -3.053
H 1.580 -0.375 2.876
H 3.795 1.897 -3.059
H 2.668 -3.010 -0.716
H 1.462 1.261 3.580
H 0.423 0.251 5.605
H 2.178 0.823 -4.596
H -4.105 -1.242 -1.344
H -4.145 -0.676 0.415
H -2.433 -3.811 1.474
H -1.041 -0.271 -3.314
H -1.563 -0.732 5.212
H 3.364 3.549 -0.725
H 2.648 -0.171 -3.174
H -4.961 -2.908 0.833
H 4.601 2.285 -0.958
H 0.246 -1.343 -3.543
```

=====

No. 5
Entry from OMol25: a molecular structure, C4H6FN2O2 at a distorted geometry (ωB97M-V/def2-TZVPD).

HOMO: -3.8 eV
Charge: -1
Frontier orbital gap: 7.472 eV

```
15
C4H6FN2O2 | OMol25 | ωB97M-V/def2-TZVPD
F -2.289 -3.682 -0.080
O -1.898 0.380 -0.842
O 0.134 0.011 -1.391
N 0.904 -4.686 0.199
N -0.866 -0.286 -0.728
C -0.741 -2.861 -2.384
C -0.422 -2.696 -0.908
C -0.944 -1.551 -0.054
C 0.554 -3.672 -0.296
H -1.602 -2.223 -2.625
H -0.858 -3.934 -2.588
H 0.928 -2.380 -1.003
H -1.620 -1.243 0.751
H 0.093 -2.513 -3.012
H -1.891 -2.710 0.812
```

=====

No. 6
Entry from OMol25: a molecular structure, C33H39CoN2PSe2Te2 (ωB97M-V/def2-TZVPD).

2S+1: 5
HOMO (spin up / spin down): -3.8 / -3.9 eV
Charge: -1
Expectation value of S²: 6.02
Frontier orbital gap (spin up / spin down): 6.039 / 4.991 eV

```
80
C33H39CoN2PSe2Te2 | OMol25 | ωB97M-V/def2-TZVPD
Te 1.000 -5.076 -0.534
Te -2.738 -5.386 -1.440
Se 0.250 -2.964 -1.627
Se -2.034 -3.244 -2.284
Co 0.863 -0.548 -0.749
P 0.566 -0.793 1.575
N 3.015 -0.963 -1.279
N -1.081 0.085 -0.728
C 2.305 1.207 2.631
C 3.155 3.833 -1.021
C -3.360 -0.161 -1.635
C -1.443 0.730 0.443
C -2.116 2.055 2.902
C 4.969 -2.350 -1.359
C 5.181 -0.001 -1.033
C 5.771 -1.245 -1.153
C -1.983 0.113 -1.808
C 1.807 3.831 -0.660
C 3.597 -2.159 -1.411
C 1.125 2.633 -0.490
C 3.029 -1.203 2.667
C 3.094 1.428 -0.983
C 1.841 -0.238 2.792
C -0.151 -2.432 3.831
C -4.229 -0.102 -2.717
C -1.130 1.086 2.838
C -2.429 0.365 -4.173
C -1.521 0.327 -3.115
C 3.791 0.120 -1.117
C -3.923 -0.580 -0.300
C 3.800 2.619 -1.184
C -4.749 0.215 -5.170
C -0.058 0.514 -3.448
C 1.737 1.379 -0.649
C -0.093 -2.361 2.307
C -2.751 2.372 1.696
C -2.488 2.730 4.199
C -3.791 0.176 -4.005
C -0.779 0.429 1.655
C -1.461 -2.664 1.694
C -2.431 1.742 0.511
H -4.256 0.587 -6.069
H -0.592 0.838 3.752
H 3.686 4.764 -1.182
H 0.832 -2.388 4.301
H 0.586 -3.136 1.936
H -1.738 -3.701 1.903
H -5.146 -0.778 -5.399
H 5.778 0.880 -0.846
H 6.847 -1.349 -1.072
H -3.155 -1.028 0.326
H 1.406 -0.348 3.786
H -5.601 0.865 -4.964
H 2.732 -2.253 2.728
H 5.371 -3.349 -1.456
H -3.511 3.150 1.686
H -2.230 -2.003 2.104
H -2.524 3.817 4.091
H -4.342 0.262 0.257
H 1.477 1.915 2.673
H -4.712 -1.318 -0.453
H 3.526 -1.063 1.702
H 3.009 1.449 3.434
H 0.604 -0.198 -2.953
H -1.761 2.500 4.981
H 1.286 4.774 -0.522
H 0.092 0.351 -4.516
H 0.071 2.684 -0.226
H 0.306 1.509 -3.190
H 3.764 -1.015 3.456
H -0.610 -3.382 4.123
H 2.813 1.359 1.678
H -5.281 -0.322 -2.547
H -1.452 -2.543 0.609
H -3.469 2.410 4.561
H 4.840 2.607 -1.492
H -2.939 2.035 -0.401
H 2.946 -3.011 -1.541
H -2.040 0.540 -5.174
H -0.769 -1.631 4.250
```

=====

No. 7
Entry from OMol25: a molecular structure, C27H46Cl2F6N3O5RhSi at a distorted geometry (ωB97M-V/def2-TZVPD).

2S+1: 5
HOMO (spin up / spin down): -7.4 / -8.7 eV
Expectation value of S²: 6.01
Frontier orbital gap (spin up / spin down): 7.916 / 7.238 eV

```
91
C27H46Cl2F6N3O5RhSi | OMol25 | ωB97M-V/def2-TZVPD
Rh -0.444 -0.400 3.223
Cl 0.155 -2.276 4.398
Cl 0.993 -0.800 1.496
Si -0.880 0.111 -3.081
F 1.304 0.975 7.120
F 3.179 2.081 6.775
F 2.636 -0.986 5.801
F 2.981 -0.767 3.654
F 4.281 0.268 5.067
F 1.256 2.964 6.184
O -1.350 1.161 2.217
O -2.033 -0.059 4.583
O -1.892 -1.521 2.186
O 0.750 0.907 4.441
O 0.262 -0.565 -4.069
N -1.144 2.875 0.802
N -1.476 -3.737 1.817
N -2.515 0.576 6.689
C 1.863 2.199 -7.629
C 2.049 1.519 -6.430
C 0.766 1.889 -8.440
C 2.147 -2.225 -6.200
C 1.462 -0.289 -4.791
C -0.819 1.974 -3.237
C 2.160 -1.620 -5.004
C 2.818 -3.525 -6.494
C 1.955 1.793 6.246
C 2.744 -2.215 -3.761
C -1.683 0.047 5.794
C 0.044 0.218 -6.847
C 1.158 0.506 -6.053
C -1.906 -2.726 2.572
C -1.204 -3.508 0.410
C -2.521 -0.581 -3.663
C -0.163 0.929 -8.034
C 2.028 1.159 4.762
C -2.098 0.880 8.053
C -0.480 -0.448 -1.351
C -0.606 2.031 1.677
C -0.350 3.812 0.021
C 2.984 -0.111 4.837
C 2.668 2.214 3.864
C -2.550 2.713 0.470
C -3.873 0.915 6.296
C -0.886 -4.919 2.431
H -1.202 -4.477 -0.092
H -2.376 1.914 8.303
H -1.151 -4.932 3.491
H 3.745 -1.808 -3.560
H 0.470 2.112 1.898
H -0.254 -1.524 -1.348
H -1.275 -5.808 1.923
H 0.210 -4.897 2.339
H 1.621 -1.759 -7.037
H -0.229 -3.020 0.268
H -2.276 -3.003 3.571
H 0.634 2.403 -9.390
H 1.985 3.068 3.807
H 2.891 1.731 -5.769
H 0.123 2.369 -2.830
H -1.010 0.768 8.137
H 2.112 -1.979 -2.894
H -2.653 2.166 -0.480
H -0.871 2.279 -4.293
H -0.695 -0.280 6.154
H 2.649 -4.288 -5.721
H -1.652 2.459 -2.705
H -1.046 0.719 -8.641
H -3.362 -0.101 -3.147
H 3.636 2.536 4.261
H 0.409 0.064 -0.966
H 2.408 -3.906 -7.437
H -0.652 -0.565 -6.532
H 2.574 2.966 -7.935
H -1.984 -2.869 -0.019
H -2.657 -0.427 -4.742
H -3.045 2.150 1.265
H 2.142 0.311 -4.166
H 2.851 -3.300 -3.860
H -2.594 0.202 8.763
H -2.581 -1.661 -3.471
H -0.236 3.468 -1.018
H -0.846 4.790 0.012
H 0.642 3.891 0.481
H -2.997 3.702 0.339
H 2.791 1.778 2.867
H -4.576 0.478 7.013
H -1.283 -0.273 -0.623
H -4.007 2.002 6.330
H -4.056 0.545 5.287
H 3.906 -3.431 -6.635
```

=====

No. 8
Entry from OMol25: a molecular structure, C18H25N2OP2S2Y (ωB97M-V/def2-TZVPD).

HOMO: -7.8 eV
Frontier orbital gap: 7.519 eV

```
51
C18H25N2OP2S2Y | OMol25 | ωB97M-V/def2-TZVPD
Y -0.778 -0.982 -1.061
S -2.966 -1.294 -2.417
S -1.010 -3.550 -1.443
P 2.077 -0.359 -1.202
P -0.251 1.924 -1.238
O -0.922 -0.396 0.847
N -3.200 -6.428 -1.749
N -5.923 -3.317 -3.086
C -0.042 -1.512 2.754
C 1.335 3.200 0.704
C -1.568 2.843 -0.382
C -2.576 -2.984 -2.062
C -1.248 -0.777 2.177
C 3.421 2.374 1.551
C -1.538 0.479 2.988
C 0.171 3.029 -2.629
C -4.863 -3.573 -2.719
C 2.219 1.120 -0.133
C -3.342 -5.309 -1.972
C 1.211 2.099 -0.140
C 3.316 1.276 0.713
C -3.556 -3.919 -2.249
C 3.172 0.029 -2.606
C -2.471 -1.685 2.127
C 2.426 3.338 1.547
C 2.986 -1.660 -0.307
H -0.686 1.161 2.943
H 0.833 -0.857 2.738
H -1.737 2.387 0.593
H 3.271 -0.832 -3.267
H 0.170 -2.409 2.167
H 0.440 4.024 -2.271
H 2.495 4.197 2.201
H 0.567 3.962 0.719
H 2.908 -2.592 -0.868
H -1.728 0.234 4.035
H 2.753 0.854 -3.182
H 4.099 0.530 0.733
H -2.485 2.757 -0.966
H -0.218 -1.827 3.785
H -2.812 -1.952 3.129
H -2.251 -2.610 1.588
H 1.012 2.619 -3.189
H 4.275 2.472 2.207
H 2.532 -1.814 0.672
H -3.290 -1.177 1.615
H -1.332 3.901 -0.266
H 4.158 0.319 -2.241
H -2.420 0.993 2.600
H -0.677 3.113 -3.310
H 4.042 -1.422 -0.177
```

=====

In order of appearance, energy = -533.39551, -866.40485, -5549.14263, -1465.52835, -515.59309, -8453.55492, -3516.55083, -2403.17303 Ha.